[1]
Computed, not measured: a cluster of 2 separate species, C6H8N2O3S in total at a distorted geometry, with wB97M-V/def2-TZVPD.

Results
HOMO energy: -8.31 eV
energy above the lowest of the compared OMol25 structures with the same formula, charge and spin: 42.0 kcal/mol
frontier orbital gap: 0.3018 Ha
DFT total energy: -26307.9193 eV

Last columns: bonded neighbours and bond lengths (Å).
CARTESIAN COORDINATES (ANGSTROEM)
1 C -1.233 -0.057 1.678  C3 1.335, N8 1.529, O9 1.201
2 C 1.428 2.004 2.555  N7 1.187, O10 1.166
3 C -1.104 -1.343 2.009  C1 1.335, S12 1.762, H13 1.080
4 C -0.203 -0.934 -0.235  C6 1.494, N8 1.282, S12 1.688
5 C -0.548 1.430 -0.318  N8 1.414, H14 1.176, H15 1.177, H16 1.138
6 C 0.290 -1.121 -1.633  C4 1.494, O11 1.462, H17 1.044, H18 1.143
7 N 0.488 1.865 3.266  C2 1.187, H19 1.021
8 N -0.625 0.157 0.292  C1 1.529, C4 1.282, C5 1.414
9 O -1.676 0.908 2.238  C1 1.201
10 O 2.459 2.000 2.011  C2 1.166
11 O 1.315 -2.163 -1.665  C6 1.462, H20 0.915
12 S -0.295 -2.291 0.764  C3 1.762, C4 1.688
13 H -1.173 -1.775 2.997  C3 1.080
14 H -1.216 1.461 -1.286  C5 1.176
15 H -0.930 2.331 0.336  C5 1.177
16 H 0.474 1.565 -0.801  C5 1.138
17 H 0.814 -0.284 -1.972  C6 1.044
18 H -0.557 -1.509 -2.295  C6 1.143
19 H -0.444 1.507 3.055  N7 1.021
20 H 2.116 -1.965 -1.268  O11 0.915

[2]
Computed, not measured: a cluster of 2 separate species, C6H8N2S in total at a distorted geometry, with wB97M-V/def2-TZVPD.

Results
HOMO energy (alpha / beta): -8.27 / -8.27 eV
SMILES: N=C=C=[NH+][S-].CC#CC
energy above the lowest of the compared OMol25 structures with the same formula, charge and spin: 150.8 kcal/mol
frontier orbital gap (alpha / beta): 0.2544 / 0.2544 Ha
DFT total energy: -20160.4999 eV

Last columns: bonded neighbours and bond lengths (Å).
CARTESIAN COORDINATES (ANGSTROEM)
1 N -0.719 2.958 -1.339  C2 1.244, H6 1.113
2 C -0.553 1.825 -1.823  N1 1.244, C3 1.235
3 C -0.235 0.632 -1.833  C2 1.235, N4 1.275
4 N -0.198 -0.509 -2.401  C3 1.275, S5 1.623, H7 1.021
5 S -0.663 -0.999 -3.878  N4 1.623
6 H -1.032 3.755 -2.049  N1 1.113
7 H 0.172 -1.339 -1.935  N4 1.021
8 C -1.802 -1.081 1.242  C9 1.439, H12 1.166, H13 1.117, H14 1.134
9 C -0.546 -0.430 0.976  C8 1.439, C10 1.183
10 C 0.510 -0.068 0.584  C9 1.183, C11 1.491
11 C 1.770 0.671 0.286  C10 1.491, H15 1.075, H16 1.156, H17 1.193
12 H -2.526 -0.329 1.761  C8 1.166
13 H -1.843 -1.906 1.995  C8 1.117
14 H -2.405 -1.537 0.397  C8 1.134
15 H 2.171 1.206 1.128  C11 1.075
16 H 1.664 1.256 -0.705  C11 1.156
17 H 2.517 -0.206 -0.023  C11 1.193

[3]
Computed, not measured: the molecule C6H8N2S at a distorted geometry, with wB97M-V/def2-TZVPD.

Results
HOMO energy: -9.06 eV
energy above the lowest of the compared OMol25 structures with the same formula, charge and spin: 106.2 kcal/mol
frontier orbital gap: 0.2625 Ha
DFT total energy: -20162.4340 eV

Last columns: bonded neighbours and bond lengths (Å).
CARTESIAN COORDINATES (ANGSTROEM)
1 C -3.644 -0.880 -0.111  N7 1.290, S9 1.737, H10 1.072
2 C -1.544 -0.391 0.342  C3 1.346, C4 1.490, N7 1.364
3 C -2.059 0.840 0.168  C2 1.346, S9 1.705
4 C -0.136 -0.675 0.738  C2 1.490, C5 1.561, H11 1.095, H12 1.089
5 C 0.778 0.530 0.353  C4 1.561, C6 1.527, N8 1.407, H13 1.108
6 C 1.066 0.565 -1.146  C5 1.527, H14 1.085, H15 1.086, H16 1.086
7 N -2.481 -1.365 0.161  C1 1.290, C2 1.364
8 N 0.286 1.780 0.772  C5 1.407, H17 1.019
9 S -3.726 0.854 -0.191  C1 1.737, C3 1.705
10 H -4.503 -1.496 -0.290  C1 1.072
11 H -0.102 -0.824 1.822  C4 1.095
12 H 0.205 -1.592 0.259  C4 1.089
13 H 1.731 0.354 0.891  C5 1.108
14 H 0.132 0.589 -1.697  C6 1.085
15 H 1.641 -0.309 -1.440  C6 1.086
16 H 1.628 1.463 -1.386  C6 1.086
17 H 0.007 1.760 1.751  N8 1.019

[4]
Computed, not measured: the molecule C6H8N2S3 at a distorted geometry, with wB97M-V/def2-TZVPD.

Results
HOMO energy: -8.26 eV
SMILES: CSC(=S)/N=c1\sccn1C
energy above the lowest of the compared OMol25 structures with the same formula, charge and spin: 23.9 kcal/mol
frontier orbital gap: 0.3040 Ha
DFT total energy: -41836.2597 eV

Last columns: bonded neighbours and bond lengths (Å).
CARTESIAN COORDINATES (ANGSTROEM)
1 C -0.111 -0.957 3.189  S2 1.841, H12 1.142, H13 1.143, H14 1.112
2 S 1.608 -1.617 3.178  C1 1.841, C3 1.779
3 C 1.916 -1.686 1.427  S2 1.779, S4 1.649, N5 1.430
4 S 3.265 -2.480 0.910  C3 1.649
5 N 1.115 -0.852 0.586  C3 1.430, C6 1.292
6 C 1.157 -0.990 -0.698  N5 1.292, S7 1.776, N10 1.352
7 S 2.046 -2.175 -1.678  C6 1.776, C8 1.833
8 C 1.036 -1.589 -3.092  S7 1.833, C9 1.336, H15 1.128
9 C 0.304 -0.515 -2.782  C8 1.336, N10 1.375, H16 1.107
10 N 0.484 -0.115 -1.479  C6 1.352, C9 1.375, C11 1.478
11 C -0.406 0.868 -0.826  N10 1.478, H17 1.140, H18 1.028, H19 1.107
12 H -0.278 -0.659 4.279  C1 1.142
13 H -0.832 -1.676 2.671  C1 1.143
14 H 0.010 -0.202 2.381  C1 1.112
15 H 1.409 -1.817 -4.132  C8 1.128
16 H -0.330 0.062 -3.481  C9 1.107
17 H -1.500 0.794 -1.137  C11 1.140
18 H -0.444 0.649 0.177  C11 1.028
19 H -0.101 1.923 -0.967  C11 1.107

[5]
Computed, not measured: the ion C6H8N3O with charge +1 at a distorted geometry, with wB97M-V/def2-TZVPD.

Results
HOMO energy: -13.47 eV
energy above the lowest of the compared OMol25 structures with the same formula, charge and spin: 169.2 kcal/mol
total charge: +1
frontier orbital gap: 0.3003 Ha
DFT total energy: -12855.8822 eV

Last columns: bonded neighbours and bond lengths (Å).
CARTESIAN COORDINATES (ANGSTROEM)
1 C -1.424 1.854 0.373  C2 1.380, N7 1.317, H11 1.185
2 C -0.180 1.635 -0.182  C1 1.380, C4 1.287
3 C -2.886 -0.013 -0.165  N7 1.265, N8 1.530, O10 1.178
4 C 1.011 2.035 -0.458  C2 1.287, H12 1.073, H13 1.104
5 C -0.895 -1.150 1.359  C6 1.482, N8 1.455, H14 1.155, H15 1.191
6 C -0.408 -0.554 0.092  C5 1.482, N8 1.359, N9 1.541
7 N -2.513 1.166 0.101  C1 1.317, C3 1.265
8 N -1.711 -0.932 0.174  C3 1.530, C5 1.455, C6 1.359
9 N 0.317 -1.385 -0.984  C6 1.541, H16 1.050, H17 1.038, H18 1.079
10 O -3.885 -0.428 -0.633  C3 1.178
11 H -1.558 2.503 1.356  C1 1.185
12 H 1.928 1.484 -0.379  C4 1.073
13 H 1.213 3.058 -0.819  C4 1.104
14 H -0.774 -2.257 1.664  C5 1.155
15 H -1.095 -0.505 2.340  C5 1.191
16 H 0.329 -2.396 -0.699  N9 1.050
17 H 1.302 -1.084 -0.852  N9 1.038
18 H -0.341 -1.180 -1.814  N9 1.079

[6]
Computed, not measured: the ion C6H8N3O with charge +1 at a distorted geometry, with wB97M-V/def2-TZVPD.

Results
HOMO energy: -14.17 eV
SMILES: C#C[C@]1([NH3+])CC=NC(=O)N1
energy above the lowest of the compared OMol25 structures with the same formula, charge and spin: 99.5 kcal/mol
total charge: +1
frontier orbital gap: 0.3531 Ha
DFT total energy: -12858.9039 eV

Last columns: bonded neighbours and bond lengths (Å).
CARTESIAN COORDINATES (ANGSTROEM)
1 C -1.579 0.929 2.337  C2 1.225, H11 1.086
2 C -0.652 0.730 1.562  C1 1.225, C3 1.409
3 C -0.002 0.254 0.406  C2 1.409, N4 1.457, C5 1.523, N10 1.520
4 N 1.424 0.554 0.394  C3 1.457, H12 1.065, H13 1.039, H14 1.064
5 C -0.668 0.814 -0.843  C3 1.523, C6 1.625, H15 1.104, H16 1.091
6 C 0.191 -0.041 -1.926  C5 1.625, N7 1.264, H17 1.052
7 N 0.380 -1.290 -1.897  C6 1.264, C8 1.394
8 C -0.013 -2.065 -0.807  N7 1.394, O9 1.181, N10 1.481
9 O -0.035 -3.245 -0.771  C8 1.181
10 N -0.023 -1.266 0.441  C3 1.520, C8 1.481, H18 0.964
11 H -2.195 1.318 3.142  C1 1.086
12 H 1.563 1.199 -0.442  N4 1.065
13 H 2.056 -0.267 0.311  N4 1.039
14 H 1.604 0.925 1.375  N4 1.064
15 H -0.349 1.868 -0.775  C5 1.104
16 H -1.758 0.780 -0.899  C5 1.091
17 H 0.628 0.502 -2.714  C6 1.052
18 H -0.573 -1.697 1.105  N10 0.964

[7]
Computed, not measured: the ion C6H8N3O3S with charge -1 at a distorted geometry, with wB97M-V/def2-TZVPD.

Results
HOMO energy: -4.62 eV
energy above the lowest of the compared OMol25 structures with the same formula, charge and spin: 88.4 kcal/mol
total charge: -1
frontier orbital gap: 0.2766 Ha
DFT total energy: -27795.6365 eV

Last columns: bonded neighbours and bond lengths (Å).
CARTESIAN COORDINATES (ANGSTROEM)
1 C 0.589 2.298 -0.292  N7 1.279, S13 1.825, H14 1.039
2 C -1.419 0.044 -0.535  C3 1.558, C5 1.668, N8 1.238
3 C -2.198 -1.084 0.204  C2 1.558, O10 1.238, O11 1.258
4 C -0.212 0.671 1.450  C5 1.526, S13 1.877, H15 1.177, H16 1.085
5 C -1.205 1.334 0.501  C2 1.668, C4 1.526, N7 1.362, H17 1.089
6 C 1.782 -2.061 -0.594  O12 1.425, H18 1.087, H19 1.087, H20 1.152
7 N -0.674 2.417 -0.133  C1 1.279, C5 1.362
8 N -0.928 0.038 -1.672  C2 1.238, H21 1.043
9 N 1.853 0.110 -0.673  O12 1.374, S13 1.632
10 O -3.410 -0.831 0.169  C3 1.238
11 O -1.587 -2.011 0.794  C3 1.258
12 O 2.666 -0.962 -0.394  C6 1.425, N9 1.374
13 S 1.452 0.990 0.642  C1 1.825, C4 1.877, N9 1.632
14 H 1.303 2.995 -0.580  C1 1.039
15 H 0.037 1.154 2.495  C4 1.177
16 H -0.419 -0.377 1.642  C4 1.085
17 H -2.196 1.376 0.951  C5 1.089
18 H 2.341 -2.847 -0.095  C6 1.087
19 H 1.785 -2.266 -1.662  C6 1.087
20 H 0.744 -1.779 -0.181  C6 1.152
21 H -0.304 0.791 -2.036  N8 1.043

[8]
Computed, not measured: the ion C6H8N3O3S with charge -1 at a distorted geometry, with wB97M-V/def2-TZVPD.

Results
HOMO energy: -4.51 eV
SMILES: [H]/N=N/N(C1=CC=CCC1)S(=O)(=O)[O-]
energy above the lowest of the compared OMol25 structures with the same formula, charge and spin: 36.6 kcal/mol
total charge: -1
frontier orbital gap: 0.2988 Ha
DFT total energy: -27797.8833 eV

Last columns: bonded neighbours and bond lengths (Å).
CARTESIAN COORDINATES (ANGSTROEM)
1 H -4.390 -0.317 0.021  N2 1.088
2 N -3.561 -0.293 0.724  H1 1.088, N3 1.263
3 N -2.521 -0.450 0.024  N2 1.263, N4 1.390
4 N -1.276 -0.242 0.605  N3 1.390, C5 1.354, S11 1.826
5 C -0.250 -0.095 -0.267  N4 1.354, C6 1.373, C10 1.479
6 C -0.057 -1.032 -1.252  C5 1.373, C7 1.560, H15 1.022
7 C 1.246 -0.718 -2.051  C6 1.560, C8 1.298, H16 1.047
8 C 2.227 0.033 -1.654  C7 1.298, C9 1.516, H17 1.046
9 C 2.109 0.622 -0.262  C8 1.516, C10 1.590, H18 1.122, H19 1.085
10 C 0.605 1.093 -0.053  C5 1.479, C9 1.590, H20 1.102, H21 1.211
11 S -0.891 -0.169 2.388  N4 1.826, O12 1.441, O13 1.456, O14 1.427
12 O 0.405 -0.800 2.374  S11 1.441
13 O -1.981 -0.962 2.938  S11 1.456
14 O -0.976 1.203 2.772  S11 1.427
15 H -0.697 -1.770 -1.553  C6 1.022
16 H 1.231 -1.048 -3.044  C7 1.047
17 H 2.861 0.479 -2.357  C8 1.046
18 H 2.349 -0.180 0.485  C9 1.122
19 H 2.793 1.428 -0.016  C9 1.085
20 H 0.373 1.753 -0.905  C10 1.102
21 H 0.403 1.465 1.082  C10 1.211

Repeat the seventh record exactly.
Computed, not measured: the ion C6H8N3O3S with charge -1 at a distorted geometry, with wB97M-V/def2-TZVPD.

Results
HOMO energy: -4.62 eV
energy above the lowest of the compared OMol25 structures with the same formula, charge and spin: 88.4 kcal/mol
total charge: -1
frontier orbital gap: 0.2766 Ha
DFT total energy: -27795.6365 eV

Last columns: bonded neighbours and bond lengths (Å).
CARTESIAN COORDINATES (ANGSTROEM)
1 C 0.589 2.298 -0.292  N7 1.279, S13 1.825, H14 1.039
2 C -1.419 0.044 -0.535  C3 1.558, C5 1.668, N8 1.238
3 C -2.198 -1.084 0.204  C2 1.558, O10 1.238, O11 1.258
4 C -0.212 0.671 1.450  C5 1.526, S13 1.877, H15 1.177, H16 1.085
5 C -1.205 1.334 0.501  C2 1.668, C4 1.526, N7 1.362, H17 1.089
6 C 1.782 -2.061 -0.594  O12 1.425, H18 1.087, H19 1.087, H20 1.152
7 N -0.674 2.417 -0.133  C1 1.279, C5 1.362
8 N -0.928 0.038 -1.672  C2 1.238, H21 1.043
9 N 1.853 0.110 -0.673  O12 1.374, S13 1.632
10 O -3.410 -0.831 0.169  C3 1.238
11 O -1.587 -2.011 0.794  C3 1.258
12 O 2.666 -0.962 -0.394  C6 1.425, N9 1.374
13 S 1.452 0.990 0.642  C1 1.825, C4 1.877, N9 1.632
14 H 1.303 2.995 -0.580  C1 1.039
15 H 0.037 1.154 2.495  C4 1.177
16 H -0.419 -0.377 1.642  C4 1.085
17 H -2.196 1.376 0.951  C5 1.089
18 H 2.341 -2.847 -0.095  C6 1.087
19 H 1.785 -2.266 -1.662  C6 1.087
20 H 0.744 -1.779 -0.181  C6 1.152
21 H -0.304 0.791 -2.036  N8 1.043